(1)
Formula: C4H10O2
Source: the OMol25 dataset
Level of theory: wB97M-V/def2-TZVPD

Output
HOMO level = -9.0 eV
M = 90.12 g/mol
relative energy (zero: lowest compared OMol25 entry of this formula, charge and spin) = 91.0 kcal per mole

ORCA input file:
```
! RIJCOSX wB97M-V def2-TZVPD def2/J DEFGRID3
* xyz 0 1
C -2.18706 -0.59476 -0.11381
C -1.03004 0.23475 0.43537
C 0.32835 0.02446 -0.15169
O 0.42228 -0.52416 -1.32009
C 1.50873 0.93011 0.14291
O 2.59173 0.30334 -0.40740
H -3.11797 -0.24691 0.34644
H -2.28586 -0.48032 -1.19692
H -2.07425 -1.65853 0.11091
H -1.23229 1.30023 0.24460
H -0.94752 0.14298 1.52285
H 1.51801 -1.21544 0.73342
H 1.41917 -0.42708 -1.49256
H 1.56278 1.12798 1.22526
H 1.28025 1.87620 -0.37450
H 2.24367 -0.79285 0.29520
*
```



(2)
Formula: C4H10O2
Source: the OMol25 dataset
Level of theory: wB97M-V/def2-TZVPD

Output
HOMO level = -10.1 eV
structure (SMILES) = COC[C@@H](C)O
M = 90.12 g/mol
relative energy (zero: lowest compared OMol25 entry of this formula, charge and spin) = 22.5 kcal per mole

ORCA input file:
```
! RIJCOSX wB97M-V def2-TZVPD def2/J DEFGRID3
* xyz 0 1
C -0.17316 -0.00456 -2.57724
O -0.33747 -0.49638 -1.27218
C 0.37407 0.24062 -0.30142
C -0.04457 -0.31676 1.04951
C 0.62654 0.41386 2.20106
O -1.44587 -0.18646 1.17675
H -0.51809 1.03739 -2.66240
H 0.87986 -0.05110 -2.89319
H -0.77131 -0.63579 -3.23872
H 0.10195 1.30869 -0.36011
H 1.46245 0.14728 -0.44931
H 0.23296 -1.38456 1.06891
H 0.11018 0.18261 3.13733
H 0.60734 1.50106 2.05772
H 1.66785 0.09665 2.29547
H -1.80030 -0.54605 0.34994
*
```



(3)
Formula: C4H10O2
Source: the OMol25 dataset
Level of theory: wB97M-V/def2-TZVPD

Output
HOMO level = -9.5 eV
structure (SMILES) = C=CO.CCO
M = 90.12 g/mol
relative energy (zero: lowest compared OMol25 entry of this formula, charge and spin) = 51.2 kcal per mole

ORCA input file:
```
! RIJCOSX wB97M-V def2-TZVPD def2/J DEFGRID3
* xyz 0 1
C 0.82911 1.92347 1.29657
C 1.35083 0.73769 1.03329
O 2.39450 0.59010 0.12503
H 0.10448 2.11632 2.08078
H 0.89075 2.76918 0.62311
H 1.41466 -0.06447 1.76717
H 2.29692 -0.28664 -0.25321
C -1.58745 -0.19700 -0.45596
C -0.69478 -1.09689 -1.33309
O -0.20009 -2.24695 -0.66960
H -1.11765 0.77482 -0.41770
H -1.57082 -0.63910 0.54763
H -2.63523 -0.08096 -0.72769
H -1.26665 -1.52882 -2.16347
H 0.15403 -0.51432 -1.72448
H -0.36262 -2.25645 0.27163
*
```



(4)
Formula: C4H10O2
Source: the OMol25 dataset
Level of theory: wB97M-V/def2-TZVPD

Output
HOMO level = -7.2 eV
M = 90.12 g/mol
relative energy (zero: lowest compared OMol25 entry of this formula, charge and spin) = 107.9 kcal per mole

ORCA input file:
```
! RIJCOSX wB97M-V def2-TZVPD def2/J DEFGRID3
* xyz 0 1
C 0.41850 -1.46795 -1.62361
C 1.14825 -0.66765 -0.54495
C 0.78802 0.76300 -0.28380
O -0.86312 0.61724 0.24685
C -0.59476 1.05108 1.61720
O -1.79569 1.31325 2.23559
H 0.88485 -2.44852 -1.77702
H -0.62999 -1.63446 -1.34847
H 0.43470 -0.92929 -2.57855
H 1.15581 -1.24351 0.39549
H 2.20994 -0.55580 -0.81195
H 0.54959 1.27244 -1.23092
H -1.40976 1.28798 -0.19847
H 0.02606 1.94663 1.62926
H -0.02723 0.20762 2.02607
H -2.29517 0.48794 2.24728
*
```



(5)
Formula: C4H10O2
Source: the OMol25 dataset
Level of theory: wB97M-V/def2-TZVPD

Output
HOMO level = -8.5 eV
structure (SMILES) = C=CC=C.O.O
M = 90.12 g/mol
relative energy (zero: lowest compared OMol25 entry of this formula, charge and spin) = 90.6 kcal per mole

ORCA input file:
```
! RIJCOSX wB97M-V def2-TZVPD def2/J DEFGRID3
* xyz 0 1
C -0.17094 -0.96285 1.20090
C -1.52527 -1.08972 1.10580
C -2.34455 -1.68468 2.22498
C -3.75359 -1.52481 2.11387
H 0.15191 -1.52772 1.98684
H 0.46658 -0.55388 0.51009
H -2.18994 -1.27124 0.01808
H -1.88734 -2.27436 3.06108
H -4.37065 -1.85730 2.93356
H -4.09811 -1.42130 1.13350
O 1.81992 1.34778 -2.22804
H 1.17422 2.00385 -2.33731
H 2.56021 1.77969 -2.78703
O 4.51050 2.66397 -3.09641
H 5.27209 2.69372 -2.47449
H 4.38495 3.67883 -3.36542
*
```



(6)
Formula: C4H10O2
Source: the OMol25 dataset
Level of theory: wB97M-V/def2-TZVPD

Output
HOMO level = -9.8 eV
structure (SMILES) = CO[C@@H](C)CO
M = 90.12 g/mol
relative energy (zero: lowest compared OMol25 entry of this formula, charge and spin) = 27.2 kcal per mole

ORCA input file:
```
! RIJCOSX wB97M-V def2-TZVPD def2/J DEFGRID3
* xyz 0 1
C -0.69176 -1.17185 -1.56315
O -0.46931 -0.77355 -0.22230
C -0.23005 0.62099 -0.07934
C -0.82096 1.07075 1.24569
C 1.29622 0.89680 -0.12357
O 2.00138 -0.12807 -0.78211
H -1.54723 -0.63359 -1.99535
H 0.19166 -0.99193 -2.18711
H -0.91666 -2.24143 -1.54806
H -0.73099 1.14927 -0.90394
H -1.90259 0.91391 1.27259
H -0.61442 2.13377 1.41704
H -0.36866 0.49992 2.06386
H 1.50225 1.82768 -0.66196
H 1.66996 1.02160 0.90673
H 1.62464 -0.94764 -0.42650
*
```



(7)
Formula: C4H10O2
Source: the OMol25 dataset
Level of theory: wB97M-V/def2-TZVPD

Output
HOMO level = -8.4 eV
M = 90.12 g/mol
relative energy (zero: lowest compared OMol25 entry of this formula, charge and spin) = 72.7 kcal per mole

ORCA input file:
```
! RIJCOSX wB97M-V def2-TZVPD def2/J DEFGRID3
* xyz 0 1
C -2.31422 0.22069 -0.96893
O -1.31250 0.24242 0.02336
C -0.00817 0.16312 -0.50224
C 0.99233 0.34362 0.62255
C 2.30614 0.17260 0.45366
O 0.45986 0.61157 1.82421
H -2.18263 1.04552 -1.68451
H -2.30678 -0.73073 -1.51987
H -3.27677 0.33538 -0.46531
H 0.18163 0.98461 -1.20148
H 0.13460 -0.79582 -1.02964
H 0.73160 -1.86881 1.07055
H 2.97815 0.24191 1.30077
H 2.71137 0.01057 -0.53780
H 1.41280 -1.54231 0.87356
H -0.50741 0.56565 1.74112
*
```



(8)
Formula: C4H10O2
Source: the OMol25 dataset
Level of theory: wB97M-V/def2-TZVPD

Output
HOMO level = -10.0 eV
structure (SMILES) = COOC(C)C
M = 90.12 g/mol
relative energy (zero: lowest compared OMol25 entry of this formula, charge and spin) = 95.4 kcal per mole

ORCA input file:
```
! RIJCOSX wB97M-V def2-TZVPD def2/J DEFGRID3
* xyz 0 1
C 1.41781 1.72063 -1.17926
O 0.58458 0.65225 -1.56796
O 0.74227 -0.54978 -0.51531
C -0.56892 -0.58999 -0.10093
C -0.44169 -2.08277 0.63478
C -0.94157 0.45495 0.92999
H 0.81777 2.50898 -0.70767
H 2.20230 1.42553 -0.47059
H 1.91237 2.14316 -2.06086
H -1.29646 -0.68508 -0.91325
H 0.24591 -2.02638 1.47918
H -0.11031 -2.84682 -0.06904
H -1.45305 -2.30579 0.98014
H -0.13389 0.59935 1.65233
H -1.12811 1.41425 0.43959
H -1.84899 0.16750 1.46887
*
```



Look up the M of the third one.
90.12 g/mol



Repeat the seventh record exactly.
Formula: C4H10O2
Source: the OMol25 dataset
Level of theory: wB97M-V/def2-TZVPD

Output
HOMO level = -8.4 eV
M = 90.12 g/mol
relative energy (zero: lowest compared OMol25 entry of this formula, charge and spin) = 72.7 kcal per mole

ORCA input file:
```
! RIJCOSX wB97M-V def2-TZVPD def2/J DEFGRID3
* xyz 0 1
C -2.31422 0.22069 -0.96893
O -1.31250 0.24242 0.02336
C -0.00817 0.16312 -0.50224
C 0.99233 0.34362 0.62255
C 2.30614 0.17260 0.45366
O 0.45986 0.61157 1.82421
H -2.18263 1.04552 -1.68451
H -2.30678 -0.73073 -1.51987
H -3.27677 0.33538 -0.46531
H 0.18163 0.98461 -1.20148
H 0.13460 -0.79582 -1.02964
H 0.73160 -1.86881 1.07055
H 2.97815 0.24191 1.30077
H 2.71137 0.01057 -0.53780
H 1.41280 -1.54231 0.87356
H -0.50741 0.56565 1.74112
*
```